Record 1
Molecular formula: C4H10NO
Method: DFT, ωB97M-V/def2-TZVPD

Geometry as XYZ:
```
16
Properties=species:S:1:pos:R:3
C 0.626 0.986 2.050
C 0.059 0.302 0.930
C 0.930 -0.111 -0.063
N 0.505 -1.032 -1.001
C 1.395 -1.515 -1.844
H -0.089 1.170 2.986
H 1.557 0.598 2.490
H 0.891 2.021 1.790
H -1.026 0.234 0.828
H 2.016 0.027 0.080
H -0.479 -1.284 -0.992
H 0.958 -2.390 -2.453
H 2.447 -1.319 -1.828
H -2.824 1.435 0.585
H -3.193 1.451 -0.860
O -2.732 0.914 -0.257
```

As for the energy above the lowest of the compared OMol25 structures with the same formula, charge and spin: 217.71 kJ/mol. The calculation puts the strongest force on any atom at 5.094 eV/Å. Its LUMO energy is -5.301 eV. For the HOMO-LUMO gap, the calculation gives 0.31185 Ha. The HOMO energy comes out at -0.5067 Ha. Its net charge is +1. The total energy comes out at -7839.0607 eV.

Record 2
Molecular formula: H9N3Si2
Method: DFT, ωB97M-V/def2-TZVPD

Geometry as XYZ:
```
14
Properties=species:S:1:pos:R:3
N 0.424 -0.339 -1.793
N -0.539 1.955 -0.696
N 2.105 0.711 0.279
Si -1.371 -1.643 1.620
Si 0.476 0.539 -0.265
H -0.546 -0.387 -2.121
H 0.816 -1.273 -1.678
H -1.475 1.572 -0.642
H -0.574 2.775 -0.097
H 2.520 1.528 0.714
H 2.688 0.655 -0.540
H -0.219 -2.551 1.170
H -1.671 -1.578 3.043
H -2.633 -1.963 1.005
```

As for the energy above the lowest of the compared OMol25 structures with the same formula, charge and spin: 279.57 kJ/mol. The calculation puts the strongest force on any atom at 3.225 eV/Å. Its LUMO energy is 0.007 eV. For the HOMO-LUMO gap, the calculation gives 0.25921 Ha. The HOMO energy comes out at -0.2589 Ha. The total energy comes out at -20370.9558 eV.

Record 3
Molecular formula: C38H30Cl3NNiO5PS
Method: DFT, ωB97M-V/def2-TZVPD

Geometry as XYZ:
```
80
Properties=species:S:1:pos:R:3
Ni 0.265 -0.156 1.072
C -2.916 -5.731 2.029
C -2.423 -5.796 0.732
C -1.806 -4.689 0.158
C -1.681 -3.503 0.877
C -2.158 -3.455 2.188
C -2.778 -4.557 2.760
P -0.958 -1.955 0.194
C -0.182 -2.531 -1.352
C -0.730 -2.375 -2.621
C -0.034 -2.812 -3.742
C 1.211 -3.408 -3.600
C 1.765 -3.555 -2.335
C 1.078 -3.112 -1.216
C -2.498 -1.066 -0.290
C -3.545 -1.687 -0.966
C -4.699 -0.984 -1.284
C -4.832 0.332 -0.874
C -3.811 0.966 -0.171
C -4.035 2.296 0.409
C -3.115 2.905 1.154
C -1.769 2.330 1.334
C -1.465 0.937 0.801
C -2.604 0.285 0.083
H -3.395 -6.596 2.474
H -2.516 -6.714 0.162
H -1.412 -4.752 -0.850
H -2.037 -2.543 2.766
H -3.145 -4.505 3.778
H -1.691 -1.889 -2.747
H -0.461 -2.668 -4.728
H 1.760 -3.732 -4.476
H 2.752 -3.985 -2.221
H 1.541 -3.163 -0.236
H -3.461 -2.730 -1.246
H -5.501 -1.473 -1.827
H -5.749 0.878 -1.080
H -5.022 2.735 0.289
H -3.352 3.817 1.691
H -1.181 2.707 2.162
Cl 4.871 -0.565 6.368
C 4.009 -0.770 4.855
C 2.630 -0.672 4.834
C 1.982 -0.849 3.631
Cl 0.238 -0.728 3.551
C 2.619 -1.109 2.394
O 1.976 -1.272 1.286
C 4.028 -1.189 2.498
Cl 4.919 -1.500 1.037
C 4.711 -1.027 3.690
H 2.073 -0.462 5.738
H 5.791 -1.097 3.707
C 3.147 4.859 -3.444
C 2.836 4.382 -2.043
C 2.537 5.287 -1.024
C 2.242 4.843 0.261
C 2.257 3.479 0.532
C 2.557 2.565 -0.469
C 2.834 3.022 -1.751
S 1.827 2.900 2.189
O 0.760 3.873 2.577
O 1.211 1.570 1.770
N -0.913 2.166 0.134
C -1.158 2.613 -1.251
C -0.802 1.519 -2.255
C 0.574 0.879 -2.015
O 1.437 1.048 -2.879
O 0.704 0.202 -0.927
H 2.731 5.851 -3.625
H 2.739 4.171 -4.188
H 4.228 4.918 -3.608
H 2.514 6.351 -1.246
H 1.971 5.536 1.049
H 2.508 1.498 -0.267
H 3.002 2.300 -2.542
H 0.074 2.246 0.404
H -0.521 3.486 -1.397
H -2.191 2.927 -1.353
H -0.805 1.951 -3.255
H -1.557 0.731 -2.216
```

As for the energy above the lowest of the compared OMol25 structures with the same formula, charge and spin: 126.00 kJ/mol. The spin multiplicity is 3. The calculation puts the strongest force on any atom at 0.819 eV/Å. Its LUMO energy (alpha / beta) is 2.372 / 2.364 eV. For the HOMO-LUMO gap (alpha / beta), the calculation gives 0.26935 / 0.26814 Ha. The HOMO energy (alpha / beta) comes out at -0.1822 / -0.1813 Ha. Its net charge is -1. The total energy comes out at -150357.8185 eV.

Record 4
Molecular formula: C32H26F3N5O4STi
Method: DFT, ωB97M-V/def2-TZVPD

Geometry as XYZ:
```
72
Properties=species:S:1:pos:R:3
Ti -0.055 0.024 -0.033
O 0.081 -0.161 1.825
N 1.232 -0.068 2.490
C 1.201 -0.115 3.836
C 2.344 -0.020 4.583
C 3.571 0.126 3.925
C 3.596 0.161 2.556
C 2.409 0.053 1.810
S 2.402 0.038 0.114
H 0.218 -0.233 4.272
H 2.289 -0.058 5.659
H 4.483 0.201 4.492
H 4.513 0.266 2.001
C 0.040 6.813 -0.117
O 0.031 6.323 -1.442
C 0.023 5.000 -1.660
C 0.040 4.602 -3.015
C 0.044 3.284 -3.352
C 0.006 2.252 -2.379
C 0.003 0.876 -2.722
C 0.048 0.388 -4.144
O -0.026 -0.038 -1.816
C -0.011 2.661 -0.999
O -0.037 1.788 -0.028
C 0.010 4.025 -0.675
H 0.054 7.898 -0.213
H 0.932 6.482 0.426
H -0.857 6.503 0.429
H 0.064 5.374 -3.767
H 0.090 3.021 -4.395
H -0.248 1.140 -4.864
H -0.608 -0.474 -4.238
H 1.062 0.063 -4.380
H 0.027 4.277 0.373
N -7.206 1.146 0.489
C -8.490 0.710 0.305
C -9.729 1.241 0.634
C -10.837 0.487 0.305
C -10.725 -0.756 -0.334
C -9.504 -1.286 -0.675
C -8.365 -0.541 -0.359
N -7.054 -0.812 -0.574
C -6.380 0.192 -0.059
C -4.942 0.210 -0.038
C -4.169 1.047 0.781
C -2.797 0.900 0.794
N -2.144 0.014 0.031
C -2.873 -0.759 -0.791
C -4.247 -0.710 -0.842
H -6.934 2.025 0.899
H -9.823 2.196 1.127
H -11.819 0.861 0.546
H -11.626 -1.305 -0.562
H -9.408 -2.240 -1.166
H -4.625 1.785 1.424
H -2.174 1.510 1.445
H -2.312 -1.439 -1.428
H -4.812 -1.363 -1.486
F 1.099 -6.899 0.773
C 0.131 -6.378 0.003
F -1.029 -6.869 0.455
F 0.311 -6.862 -1.231
C 0.139 -4.873 0.016
C 0.956 -4.150 -0.854
C 0.847 -2.773 -0.869
N 0.012 -2.087 -0.069
C -0.722 -2.794 0.808
C -0.700 -4.170 0.882
H 1.647 -4.659 -1.509
H 1.447 -2.177 -1.551
H -1.356 -2.211 1.472
H -1.323 -4.701 1.583
```

As for the energy above the lowest of the compared OMol25 structures with the same formula, charge and spin: 103.14 kJ/mol. The spin multiplicity is 2. The calculation puts the strongest force on any atom at 4.336 eV/Å. Its LUMO energy (alpha / beta) is -3.134 / -3.101 eV. For the HOMO-LUMO gap (alpha / beta), the calculation gives 0.22353 / 0.27438 Ha. The HOMO energy (alpha / beta) comes out at -0.3387 / -0.3883 Ha. Its net charge is +1. The total energy comes out at -91347.7140 eV.